No. 1
Here is a gas-phase ion, CClO2 (charge -1) in a non-equilibrium geometry from the Open Molecules 2025 dataset. Energies are from the ωB97M-V functional and the def2-TZVPD basis.

Structure (XYZ):
```
4
Properties=species:S:1:pos:R:3:nbo_charge:R:1
Cl 0.89 -1.42 -0.01 -0.425
O -1.32 -0.10 -0.26 -0.627
O 0.64 1.32 0.28 -0.796
C -0.21 0.20 -0.01 0.849
```

Charge: -1
SMILES string: O=C([O-])Cl
Relative energy (zero: lowest compared OMol25 entry of this formula, charge and spin) (kcal per mole): 33.96
E_HOMO (eV): -4.58
Frontier orbital gap (eV): 8.7428

---

No. 2
Here is 2 unconnected molecules or ions with the total composition CH5NO2P in a non-equilibrium geometry from the Open Molecules 2025 dataset. Energies are from the ωB97M-V functional and the def2-TZVPD basis.

Structure (XYZ):
```
10
Properties=species:S:1:pos:R:3:nbo_charge:R:1
P -1.11 0.08 0.30 1.728
O -1.86 0.28 -0.99 -1.154
O 0.00 1.13 0.54 -1.052
N 1.82 1.60 -0.34 -0.754
C -0.54 -1.57 0.38 -1.079
H 1.27 1.56 -1.17 0.306
H -0.84 -2.13 -0.48 0.238
H -1.00 -2.19 1.20 0.221
H 0.45 -1.32 0.58 0.253
H 1.80 2.57 -0.02 0.292
```

Charge: -1
Relative energy (zero: lowest compared OMol25 entry of this formula, charge and spin) (kcal per mole): 101.07
E_HOMO (spin up / spin down) (eV): -3.73 / -2.23
Frontier orbital gap (spin up / spin down) (eV): 7.8559 / 6.7391

---

No. 3
Here is a molecular structure, C27H38Cl2N4S4Sr in a non-equilibrium geometry from the Open Molecules 2025 dataset. Energies are from the ωB97M-V functional and the def2-TZVPD basis.

Structure (XYZ):
```
76
Properties=species:S:1:pos:R:3:lowdin_charge:R:1
Sr 0.49 0.69 -0.34 1.061
Cl -6.87 -0.63 -2.42 0.616
Cl -1.54 3.57 1.21 0.655
S 1.79 3.23 0.47 0.807
S 2.83 -0.84 0.72 0.804
S 5.09 -1.62 -1.80 0.869
S 3.00 1.42 -1.92 0.814
N -0.24 -1.83 -0.29 -0.071
N 0.07 -2.75 0.65 -0.015
N -0.74 -3.73 0.60 0.071
N -1.60 -3.47 -0.40 -0.088
C -4.49 -2.57 -0.20 -0.066
C -5.19 -0.14 -2.45 -0.714
C -0.81 2.84 2.63 -0.632
C 5.47 -1.22 -0.08 -0.552
C 4.55 -0.25 0.64 -0.549
C 0.37 3.20 4.70 -0.130
C 3.75 3.05 -1.77 -0.478
C 2.19 0.47 1.84 -0.561
C -3.97 -3.97 0.16 -0.403
C -1.05 0.95 -2.42 -0.274
C 0.37 1.81 4.88 -0.115
C -4.75 0.89 -1.63 -0.116
C 2.52 1.98 1.62 -0.471
C -2.46 0.62 -2.46 -0.375
C 5.28 -0.02 -2.66 -0.530
C -4.30 -0.78 -3.29 -0.150
C -2.97 -0.41 -3.29 -0.102
C -1.27 -2.30 -0.94 -0.118
C -0.21 0.97 3.95 -0.089
C -2.74 -4.34 -0.67 -0.103
C -0.24 3.70 3.56 -0.151
C -0.82 1.43 2.75 -0.409
C -1.24 0.54 1.73 -0.231
C 3.96 0.55 -3.17 -0.508
C -3.42 1.26 -1.64 -0.060
C -3.72 -4.10 1.66 -0.076
C 3.22 3.80 -0.52 -0.497
H 4.58 0.72 0.15 0.032
H 4.90 -0.14 1.67 0.094
H 2.68 0.29 2.80 0.090
H -3.10 2.06 -0.99 0.085
H -2.96 -4.27 -1.73 0.131
H 2.33 2.41 2.61 0.068
H 3.60 2.06 1.44 0.058
H -4.65 -3.94 2.21 0.081
H 1.13 0.29 2.07 0.010
H -1.34 -0.50 2.04 0.029
H -4.65 -1.56 -3.96 0.102
H 5.79 0.68 -1.99 0.070
H -2.29 -0.89 -3.99 0.106
H -5.42 -2.36 0.33 0.089
H 2.88 4.78 -0.84 0.071
H 0.81 3.86 5.43 0.089
H -0.86 2.03 -2.38 0.023
H 6.49 -0.84 -0.02 0.080
H 4.83 2.92 -1.66 0.077
H -5.45 1.39 -0.98 0.105
H -3.77 -1.80 0.08 0.082
H 3.30 -0.27 -3.45 0.069
H -0.21 -0.10 4.13 0.113
H 3.57 3.63 -2.67 0.079
H -0.29 4.77 3.38 0.099
H -3.33 -5.09 1.92 0.078
H -3.00 -3.36 2.00 0.070
H -2.41 -5.36 -0.44 0.126
H -0.53 0.53 -3.29 0.018
H 4.03 3.97 0.19 0.077
H 4.11 1.16 -4.06 0.086
H 5.95 -0.19 -3.50 0.070
H -4.69 -2.48 -1.27 0.057
H 0.81 1.38 5.77 0.098
H -4.73 -4.70 -0.13 0.137
H -2.02 0.88 1.05 0.004
H 5.46 -2.19 0.42 0.072
H -1.82 -1.80 -1.73 0.112
```

Relative energy (zero: lowest compared OMol25 entry of this formula, charge and spin) (kcal per mole): 33.47
E_HOMO (eV): -6.11
Frontier orbital gap (eV): 5.9719

---

Which value of relative energy (zero: lowest compared OMol25 entry of this formula, charge and spin) does entry 1 give? 33.96 kcal per mole